The ion C42H81NO8P with charge +1. Source: the OMol25 dataset; level of theory: wB97M-V/def2-TZVPD.

Structure (XYZ):
```
133
C42H81NO8P | the OMol25 dataset | wB97M-V/def2-TZVPD
C 4.32884 2.03236 -7.31262
H 4.39178 3.02401 -6.86951
C 2.94015 1.44056 -7.10314
C 2.51806 1.39610 -5.63405
C 3.33600 0.41123 -4.80286
H 4.38354 0.71440 -4.79207
H 3.28294 -0.58080 -5.25686
C 2.82997 0.33149 -3.35628
C 3.66755 -0.61761 -2.55522
C 3.42542 -1.91252 -2.36291
C 2.24733 -2.67533 -2.89577
C 1.20807 -2.87328 -1.82888
C -0.08567 -2.60973 -1.92972
C -0.80814 -2.03659 -3.10842
H -0.10265 -1.55466 -3.78176
H -1.29298 -2.84450 -3.66707
C -1.86377 -1.02036 -2.66753
C -2.52968 -0.29970 -3.84083
C -1.61699 0.67682 -4.58737
H -0.76486 0.12873 -4.99197
C -1.09378 1.84153 -3.74401
C -2.19020 2.83844 -3.37281
H -2.60041 3.28386 -4.28030
C -1.65343 3.95101 -2.46766
C -1.34804 3.42850 -1.09395
O -2.06551 2.68502 -0.46277
O -0.19564 3.91299 -0.62549
C 0.26272 3.46965 0.64543
C 1.66000 2.84521 0.50438
H 1.87082 2.71829 -0.55982
H 2.42414 3.47607 0.96228
O 1.71427 1.60185 1.17128
P 1.21357 0.30277 0.36003
O 0.42174 0.64631 -0.82638
O 2.48683 -0.57015 0.16361
H 2.67953 -0.83299 -0.76143
O 0.47742 -0.56634 1.48288
C -0.69883 -0.13555 2.13081
C -1.83766 -0.07208 1.10560
H -1.57492 0.67039 0.34884
H -1.88499 -1.04472 0.60919
N -3.18537 0.25930 1.62982
C -3.61273 -0.71753 2.64485
H -4.66290 -0.56292 2.88825
H -3.48369 -1.73186 2.26951
H -3.02788 -0.59733 3.55356
C -4.11480 0.22567 0.48420
H -5.11620 0.50480 0.80642
H -3.77422 0.93246 -0.27123
H -4.14742 -0.77229 0.05145
C -3.21253 1.61750 2.20299
H -2.95889 2.33422 1.42403
H -2.49573 1.71912 3.01357
H -4.20969 1.83678 2.57919
H -0.52826 0.83206 2.61108
H -0.88094 -0.89723 2.89576
C 0.24366 4.65021 1.62893
H -0.79264 4.91130 1.87162
H 0.74843 5.50944 1.18397
O 0.95901 4.35798 2.81933
C 0.47883 3.41755 3.63589
O -0.52687 2.78644 3.39789
C 1.31747 3.28378 4.87555
H 0.85241 3.91888 5.63523
H 2.31296 3.67689 4.67213
C 1.37655 1.83936 5.37638
C 2.25541 0.96153 4.48631
H 1.94618 1.06560 3.44485
C 2.17604 -0.51074 4.88273
H 2.55845 -0.63776 5.89812
H 1.12773 -0.81529 4.88214
C 2.96841 -1.39652 3.92337
H 2.56735 -1.28447 2.91512
C 2.97868 -2.87270 4.32795
C 1.60362 -3.54048 4.38433
H 0.96028 -2.99400 5.07676
C 0.91602 -3.64602 3.02423
H 0.87152 -2.66519 2.55015
C -0.49586 -4.21438 3.15807
C -1.22480 -4.29585 1.81865
C -2.62519 -4.88911 1.97415
C -3.36741 -5.07851 0.64972
H -4.24625 -5.70187 0.82686
H -2.71545 -5.60987 -0.04344
C -3.82744 -3.76650 0.01735
C -4.69795 -3.96779 -1.22484
C -3.95975 -4.64680 -2.37196
H -3.03342 -4.12298 -2.59520
H -3.72190 -5.67767 -2.12671
H -4.57869 -4.64767 -3.26551
H -5.05760 -2.99146 -1.56462
H -5.57300 -4.56189 -0.95513
H -2.95352 -3.16901 -0.25714
H -4.41242 -3.21087 0.75923
H -2.52676 -5.86493 2.45326
H -3.22214 -4.26263 2.64494
H -1.27347 -3.29558 1.37984
H -0.64804 -4.92159 1.13506
H -1.07447 -3.59217 3.84848
H -0.44124 -5.21325 3.59555
H 1.50510 -4.29591 2.37412
H 1.72738 -4.54658 4.79202
H 3.44129 -2.96027 5.31400
H 3.60563 -3.42051 3.62130
H 4.00274 -1.04636 3.89927
H 3.29084 1.30059 4.55511
H 1.76611 1.83027 6.39507
H 0.36062 1.43864 5.40301
H -0.41710 2.68894 1.00545
H -0.75483 4.40432 -2.88377
H -2.41351 4.72873 -2.35352
H -3.00087 2.33051 -2.84938
H -0.61480 1.46535 -2.83929
H -0.32997 2.36828 -4.32070
H -2.17069 1.08050 -5.43850
H -2.88938 -1.04549 -4.55387
H -3.40509 0.23948 -3.47233
H -1.38760 -0.29654 -2.00762
H -2.63976 -1.54256 -2.10027
H -0.71764 -2.84001 -1.08031
H 1.58865 -3.29034 -0.90493
H 1.82420 -2.17450 -3.76285
H 2.59498 -3.66188 -3.21755
H 4.12287 -2.49646 -1.77600
H 4.58067 -0.19626 -2.15329
H 2.88951 1.32646 -2.90821
H 1.78235 0.02977 -3.34441
H 1.46470 1.10874 -5.58180
H 2.60973 2.39633 -5.20336
H 2.90964 0.43047 -7.51738
H 2.21411 2.04399 -7.65290
H 5.09522 1.40453 -6.86604
H 4.54263 2.11933 -8.37491
```

Output
**2S+1**: 1
**Charge**: +1



A cluster of 10 separate species, C42H84O28P4 in total. Source: the OMol25 dataset; level of theory: wB97M-V/def2-TZVPD.

Structure (XYZ):
```
158
C42H84O28P4 | the OMol25 dataset | wB97M-V/def2-TZVPD
C -2.79303 3.12709 -5.65486
O -1.39232 2.98152 -5.41599
P -0.86612 1.56520 -4.81467
O -0.98531 0.37730 -5.68668
O -1.63617 1.46151 -3.36461
C -2.92499 0.91268 -3.19450
O 0.64400 1.90756 -4.34245
C 0.93903 2.87230 -3.33469
H -2.93902 4.20615 -5.70374
H -3.33298 2.75094 -4.78591
H -2.93608 2.66188 -6.63017
H -2.91193 0.08274 -2.48801
H -3.54675 0.66362 -4.05443
H -3.61279 1.56979 -2.66229
H 1.49530 2.41196 -2.51814
H 0.05263 3.33849 -2.90452
H 1.40230 3.76299 -3.75911
C -5.79541 0.75167 -0.17225
O -5.65429 -0.35938 -1.06473
P -4.78373 -1.74524 -0.75936
O -3.31730 -1.61709 -0.54467
O -5.64022 -2.40265 0.44237
C -5.48420 -2.04600 1.80084
O -5.25923 -2.68824 -1.99854
C -5.35442 -2.13838 -3.31563
H -5.47500 0.38005 0.80106
H -6.81713 1.13097 -0.15398
H -5.11745 1.57352 -0.40256
H -6.29599 -1.42265 2.17573
H -4.60716 -1.41152 1.92866
H -5.35068 -2.88117 2.48843
H -4.57788 -2.60801 -3.91941
H -5.29138 -1.05667 -3.43417
H -6.32748 -2.32512 -3.76991
C 2.67017 -3.85552 4.04849
O 2.94053 -5.16242 3.49802
P 2.11477 -5.90964 2.31779
O 0.66225 -6.29262 2.62217
O 2.41709 -4.93591 1.03813
C 2.26512 -5.43124 -0.21354
O 2.98430 -7.22458 2.01820
C 3.29768 -8.27947 2.97912
H 2.69701 -3.81418 5.13738
H 1.79691 -3.31837 3.67836
H 3.51881 -3.18576 3.90938
H 3.22214 -5.56205 -0.71861
H 1.62983 -4.77450 -0.80787
H 1.85702 -6.44160 -0.18687
H 4.38608 -8.33012 2.94893
H 2.95016 -9.23589 2.58851
H 3.02485 -8.15390 4.02692
C 6.04254 1.48397 -1.78826
O 6.69208 0.74424 -2.82026
P 6.02603 0.55160 -4.28782
O 5.65663 1.86469 -4.87958
O 7.07858 -0.43463 -5.04984
C 6.80472 -0.93111 -6.34150
O 4.75804 -0.51944 -4.08109
C 3.41110 -0.17760 -3.65911
H 6.50740 2.42614 -1.49785
H 5.99982 0.83140 -0.91624
H 5.05360 1.82009 -2.09994
H 7.70494 -1.07304 -6.93948
H 6.19179 -0.27732 -6.96195
H 6.24233 -1.86430 -6.31002
H 3.38449 -0.05036 -2.57689
H 2.63201 -0.88425 -3.94506
H 2.89838 0.71277 -4.02307
O 0.58253 5.16922 -1.26689
C 0.79053 5.75912 -0.01607
C 0.98298 4.96341 1.10538
C 1.36923 5.53357 2.25031
C 1.41144 6.90691 2.31505
O 1.79033 7.51113 3.55130
C 1.05672 7.70313 1.27333
C 0.69803 7.14840 0.08762
H 0.92011 5.74256 -1.95894
H 0.78219 3.92572 0.88338
H 1.59556 4.89926 3.09460
H 1.44701 8.40760 3.55785
H 1.05221 8.78166 1.32957
H 0.40721 7.80757 -0.71694
O 2.71429 1.42936 -0.18008
C 1.74798 0.60571 0.25256
C 0.39992 0.94164 0.02787
C -0.63136 0.16285 0.51394
C -0.35633 -1.00987 1.14886
O -1.37552 -1.87879 1.46114
C 1.02230 -1.41282 1.33788
C 2.08257 -0.53715 1.00671
H 3.00219 2.06598 0.47826
H 0.04425 1.73351 -0.61465
H -1.65298 0.50367 0.43300
H -2.01057 -1.94799 0.74455
H 1.20650 -2.36175 1.81956
H 3.13218 -0.70776 1.19550
O -5.28121 -2.33750 7.56227
C -4.63252 -2.80206 6.46231
C -3.46003 -2.18485 6.08201
C -2.79627 -2.53647 4.89618
C -3.33332 -3.54148 4.11074
O -2.61696 -4.03663 3.04103
C -4.55637 -4.17977 4.52424
C -5.23284 -3.70155 5.66016
H -4.80198 -1.52521 7.74152
H -3.02136 -1.33381 6.58170
H -1.91063 -2.01982 4.55685
H -1.92315 -3.47060 2.69485
H -4.82336 -5.00417 3.87966
H -6.16175 -4.20950 5.87348
C 4.54856 5.41794 -1.24817
O 5.18048 4.47083 -0.41308
C 5.04661 4.83013 0.90167
C 5.54014 3.65449 1.69393
O 4.65205 2.55613 1.49426
C 5.10976 1.40842 2.23130
H 4.19506 6.33607 -0.77892
H 3.68385 4.97157 -1.73922
H 5.24410 5.68721 -2.04304
H 4.06195 5.15122 1.24144
H 5.77928 5.59038 1.17244
H 5.55701 4.07204 2.70064
H 6.55188 3.38750 1.38867
H 5.26008 1.62516 3.28891
H 6.00794 0.95547 1.81153
H 4.37773 0.61999 2.40624
C -3.37300 0.59569 3.42026
O -4.10829 1.84107 3.54008
C -3.21243 2.98162 3.39248
C -3.25701 3.66136 2.00373
O -2.70056 2.71166 1.09049
C -2.69189 3.22974 -0.17696
H -2.83873 0.35393 4.33906
H -2.60560 0.51786 2.65012
H -4.10112 -0.20655 3.54015
H -2.21657 2.84494 3.81399
H -3.67798 3.70041 4.06682
H -2.69976 4.59747 1.96791
H -4.29115 3.84350 1.71133
H -2.29248 2.51880 -0.90024
H -1.98794 4.06163 -0.19969
H -3.64546 3.51255 -0.62284
C 0.15662 -2.48653 -1.80742
O -0.00113 -3.68882 -2.56402
C -1.36186 -3.66006 -2.95600
C -1.82786 -5.04962 -3.43954
O -1.69091 -6.02024 -2.42527
C -2.41809 -5.62337 -1.24149
H -0.12570 -1.59086 -2.36073
H 1.24247 -2.46531 -1.71477
H -0.37223 -2.63517 -0.86595
H -1.43096 -2.95409 -3.78361
H -1.94802 -3.34510 -2.09269
H -1.29033 -5.38015 -4.32831
H -2.89355 -4.98335 -3.65864
H -2.60368 -6.56443 -0.72373
H -3.36144 -5.13878 -1.49320
H -1.85554 -4.97961 -0.56533
```

Output
**Energy above the lowest of the compared OMol25 structures with the same formula, charge and spin**: 41.9 kcal/mol
**2S+1**: 1
**SMILES**: COP(=O)(OC)OC.COP(=O)(OC)OC.COP(=O)(OC)OC.COP(=O)(OC)OC.Oc1ccc(O)cc1.Oc1ccc(O)cc1.Oc1ccc(O)cc1.COCCOC.COCCOC.COCCOC
**Charge**: 0



A cluster of 11 separate species, C42H85N3O28P4 in total. Source: the OMol25 dataset; level of theory: wB97M-V/def2-TZVPD.

Structure (XYZ):
```
162
C42H85N3O28P4 | the OMol25 dataset | wB97M-V/def2-TZVPD
C 8.07037 -1.62894 -1.24571
C 6.73673 -2.07420 -0.48300
O 5.76481 -2.60219 -1.31772
P 4.79676 -1.77273 -2.28470
O 3.56807 -2.55656 -2.58491
O 4.41407 -0.32135 -1.65128
C 5.41227 0.70949 -1.66150
C 4.85391 2.05255 -1.36202
O 5.77402 -1.35832 -3.57569
C 5.19579 -1.29652 -4.86870
C 4.29773 -0.00684 -5.00830
H 8.62901 -0.91390 -0.64177
H 8.66975 -2.51477 -1.03563
H 7.89507 -1.42180 -2.30139
H 6.91649 -2.99748 0.06777
H 6.21027 -1.30290 0.07918
H 6.20350 0.47986 -0.94783
H 5.89826 0.86713 -2.62433
H 5.59239 2.77415 -1.01268
H 4.33074 2.48537 -2.21470
H 4.11216 1.99771 -0.56521
H 6.03224 -1.28330 -5.56747
H 4.63363 -2.18033 -5.17034
H 3.98893 0.49506 -4.09133
H 4.74462 0.73444 -5.67079
H 3.38636 -0.18302 -5.57968
C -0.76422 -1.50154 -1.59712
C -0.07346 -2.74546 -2.20664
O -0.64918 -3.96972 -1.68252
P -0.16051 -5.47120 -2.18058
O -0.73525 -6.67680 -1.59995
O -0.36858 -5.46159 -3.77597
C -1.78185 -5.24821 -4.14765
C -2.35851 -6.63550 -4.32171
O 1.49760 -5.44117 -1.97249
C 2.28125 -6.54473 -2.07534
C 3.01919 -6.48014 -3.37237
H -1.85304 -1.53655 -1.56061
H -0.39652 -1.49594 -0.57103
H -0.68575 -0.50030 -2.02074
H -0.18633 -2.84776 -3.28593
H 0.99898 -2.55198 -2.18356
H -2.40996 -4.64593 -3.49127
H -1.73539 -4.66993 -5.07044
H -2.23592 -7.31277 -3.47650
H -3.43944 -6.53545 -4.42013
H -2.04947 -7.10084 -5.25770
H 3.07580 -6.55895 -1.32928
H 1.68330 -7.45584 -2.09595
H 3.62450 -5.57924 -3.27191
H 3.66245 -7.33654 -3.57460
H 2.33827 -6.37547 -4.21706
C -7.48001 -1.25384 -0.33707
C -6.33437 -1.52740 -1.27302
O -5.25388 -0.66288 -0.85051
P -4.55420 0.17995 -2.09018
O -5.54887 0.93055 -2.84973
O -3.55082 1.12464 -1.20057
C -3.20979 2.41146 -1.67913
C -1.94397 2.36762 -2.61465
O -3.65448 -0.92862 -2.88077
C -3.93574 -1.33695 -4.17871
C -2.56875 -1.28496 -4.83511
H -7.15693 -1.40053 0.69356
H -7.71816 -0.19329 -0.41833
H -8.48360 -1.63077 -0.53415
H -6.00075 -2.55407 -1.12220
H -6.47609 -1.44955 -2.35096
H -4.10028 2.87430 -2.10442
H -3.01472 3.08280 -0.84286
H -1.25088 3.10212 -2.20452
H -1.44115 1.41151 -2.46930
H -2.14196 2.48800 -3.67974
H -4.25411 -2.37915 -4.20212
H -4.62227 -0.62675 -4.63957
H -1.84870 -2.01997 -4.47542
H -2.60800 -1.61080 -5.87452
H -2.02390 -0.34799 -4.71961
C -2.20108 4.77462 1.42082
C -1.40907 5.99195 1.95810
O -0.05560 6.04250 1.66377
P 0.93497 7.24301 2.36636
O 0.14392 8.24237 3.14098
O 1.70171 7.76121 1.00239
C 2.41264 8.95809 1.14821
C 2.17040 9.78843 -0.18630
O 2.10340 6.35749 3.11933
C 2.65112 5.17095 2.59485
C 4.11289 4.82470 3.15482
H -3.11681 4.66084 2.00097
H -2.42575 4.88625 0.36009
H -1.53479 3.95901 1.70177
H -1.77812 6.86491 1.41973
H -1.53971 6.22407 3.01506
H 2.20462 9.47440 2.08535
H 3.44768 8.61887 1.10657
H 2.56530 10.80209 -0.11816
H 2.79345 9.24353 -0.89551
H 1.18597 9.89550 -0.64185
H 1.90637 4.38307 2.70755
H 2.86780 5.28127 1.53232
H 4.79439 5.66737 3.27128
H 4.14074 4.07024 3.94102
H 4.39374 4.32289 2.22884
O -1.39861 -3.61024 2.56893
C -2.05971 -4.37580 1.95208
O -2.19804 -4.32079 0.60586
C -3.21822 -5.22364 0.14628
C -3.77501 -5.70254 1.45607
O -2.91268 -5.18126 2.40466
H -3.96035 -4.75160 -0.49756
H -2.76473 -5.94702 -0.53136
H -3.57483 -6.76904 1.35301
H -4.83813 -5.54104 1.63437
O 4.75138 -4.71728 2.44573
C 3.95648 -4.01655 1.85675
O 4.05989 -2.66837 1.86801
C 3.10840 -2.18652 0.97786
C 2.51727 -3.34810 0.25147
O 2.89875 -4.43649 1.03765
H 2.32491 -1.57542 1.42595
H 3.69357 -1.59432 0.27431
H 2.94715 -3.61314 -0.71447
H 1.45823 -3.15214 0.08369
O -1.51708 2.74057 4.41335
C -0.96246 3.71338 4.84376
O -1.37066 4.88434 5.28697
C -0.34307 5.81054 5.70686
C 0.72323 4.80815 5.84717
O 0.41732 3.80769 5.05129
H -0.17157 6.64972 5.03272
H -0.64252 5.99250 6.73901
H 0.89092 4.67135 6.91547
H 1.67593 5.17048 5.46096
O 1.55167 1.33740 0.75883
C 0.41726 0.98755 1.15824
O -0.66357 1.74949 1.17963
C -1.73237 1.11650 1.77457
C -1.05323 -0.08388 2.44679
O 0.21715 -0.07226 1.87025
H -2.20147 1.69293 2.57191
H -2.30271 0.76530 0.91464
H -1.49127 -1.06466 2.26165
H -1.06875 0.08303 3.52383
C 0.94062 -1.98601 4.59179
C 0.72569 -0.92954 5.56499
N 0.58887 -0.02955 6.31632
H 1.82136 -2.60219 4.77266
H 0.86259 -1.46740 3.63623
H 0.08465 -2.63576 4.77416
C -5.52287 -1.24124 4.24370
C -4.79831 -1.29409 3.04401
N -4.11098 -1.27939 2.06477
H -5.54483 -2.21639 4.73022
H -6.51787 -0.88809 3.97281
H -4.94426 -0.64579 4.94991
C -5.01160 2.79317 1.48521
C -6.24527 2.18340 1.93479
N -7.22811 1.69669 2.30035
H -4.92971 3.77336 1.95492
H -5.03726 2.93037 0.40417
H -4.24093 2.03350 1.61580
```

Output
**Energy above the lowest of the compared OMol25 structures with the same formula, charge and spin**: 107.1 kcal/mol
**2S+1**: 1
**SMILES**: CCOP(=O)(OCC)OCC.CCOP(=O)(OCC)OCC.CCOP(=O)(OCC)OCC.CCOP(=O)(OCC)OCC.O=C1OCCO1.O=C1OCCO1.O=C1OCCO1.O=C1OCCO1.CC#N.CC#N.CC#N
**Charge**: 0



For the records above, the corresponding maximum force values read 1.17 4.38 7.41 eV/A.
For the records above, the corresponding total energy values read -72026.93981 -139402.71373 -143892.14509 eV.
For the records above, the corresponding orbital gap values read 9.530 8.131 10.472 eV.